No. 1
Entry from the Open Molecules 2025 dataset: 4 unconnected molecules or ions with the total composition C4H15NO3 at a distorted geometry (wB97M-V/def2-TZVPD).

## Properties
**HOMO energy (alpha / beta)**: -14.4 / -14.4 eV
**2S+1**: 2
**Total charge**: +1
**Calculated total energy**: -12014.9896 eV
**HOMO-LUMO gap (alpha / beta)**: 10.61 / 6.95 eV
**Energy above the lowest of the compared OMol25 structures with the same formula, charge and spin**: 81.5 kJ/mol

Structure (XYZ):
```
23
Properties=species:S:1:pos:R:3:forces:R:3:lowdin_charge:R:1
C 1.874818 1.564604 1.198088 0.30 1.39 0.93 0.196
C 0.888601 0.807243 0.641766 -0.02 -1.39 -1.49 -0.115
N 1.073736 0.032867 -0.437969 -1.04 0.21 0.01 0.095
C 0.118863 -1.043932 -0.757710 1.38 -0.99 0.01 -0.180
C 0.853614 -2.212961 -1.457095 0.49 0.26 0.90 -0.045
H 1.627500 2.244367 2.005916 -0.22 -0.20 0.05 0.098
H 2.931013 1.600599 0.961180 -0.15 -0.40 -0.59 0.101
H -0.113137 0.644625 1.024671 0.17 0.32 0.76 0.119
H 1.700566 0.265119 -1.194097 0.79 0.05 0.28 0.169
H -0.153204 -1.451322 0.209260 -0.98 0.40 0.00 0.106
H -0.690368 -0.697853 -1.394420 -0.23 0.29 0.29 0.129
H 1.275600 -2.890054 -0.711541 -0.32 -0.04 0.15 0.084
H 0.121175 -2.764513 -2.031662 0.30 -0.06 -0.49 0.089
H 1.766507 -1.899223 -1.970351 -0.53 0.09 -0.75 0.081
H 0.007600 2.914717 -1.556113 1.06 0.78 0.04 0.018
H -0.942468 1.939061 -2.107792 -0.50 -0.03 -0.29 0.038
O -0.906976 2.690187 -1.508980 -0.59 -0.81 0.24 -0.021
H -0.336952 -1.476887 2.862006 0.35 -0.08 0.89 0.036
H -1.535721 -0.478114 3.191501 0.31 -0.21 0.39 0.060
O -1.147432 -1.088669 2.559762 -0.63 0.34 -1.32 -0.039
H -2.857269 -0.331017 0.385134 -0.26 0.49 -0.05 0.029
H -2.374671 1.083403 -0.026330 -0.71 -0.22 0.07 0.008
O -3.181390 0.547757 0.114771 1.04 -0.20 -0.01 -0.058
```
Positions in Å, forces in eV/Å.

***

No. 2
Entry from the Open Molecules 2025 dataset: 2 unconnected molecules or ions with the total composition C26H27N4 at a distorted geometry (wB97M-V/def2-TZVPD).

## Properties
**HOMO energy**: -10.4 eV
**Total charge**: +1
**Calculated total energy**: -33354.4325 eV
**HOMO-LUMO gap**: 6.14 eV
**Energy above the lowest of the compared OMol25 structures with the same formula, charge and spin**: 60.8 kJ/mol

Structure (XYZ):
```
57
Properties=species:S:1:pos:R:3:forces:R:3:lowdin_charge:R:1
C -6.079814 0.391641 2.981857 0.20 0.07 -0.02 -0.071
N -5.031099 -0.155245 2.140466 -0.38 0.16 -0.47 -0.252
C -5.458934 -1.311060 1.376708 0.20 0.03 0.11 -0.075
C -3.679155 0.168477 2.328608 0.86 0.08 0.33 -0.233
C -2.874819 -0.553610 3.244104 -0.31 0.37 -0.43 0.021
C -1.558004 -0.179466 3.476785 0.43 -0.07 -0.25 -0.031
C -0.962776 0.902320 2.791215 -1.60 -0.13 0.17 -0.206
C 0.434126 1.237274 2.957067 0.60 -0.68 -0.71 0.079
C 1.443442 0.313984 2.733782 0.20 0.21 0.08 -0.131
C 2.880355 0.588301 2.635769 0.06 -0.49 -0.13 -0.109
C 3.612853 1.763091 2.567800 0.59 -0.09 0.04 -0.003
C 5.005270 1.675748 2.381873 -0.52 0.01 0.16 -0.056
C 5.645994 0.430800 2.273336 -0.44 -0.37 0.00 -0.056
C 4.904639 -0.765550 2.273118 0.09 0.42 0.16 0.010
C 3.529361 -0.651122 2.447620 0.05 0.52 -0.12 -0.150
N 2.538661 -1.646378 2.382464 -1.98 0.72 0.35 -0.049
C 2.729905 -3.065783 2.152398 -0.10 -0.63 -0.08 0.013
C 1.309419 -1.085197 2.537031 1.35 -0.12 -0.33 0.074
C -1.780102 1.627486 1.879633 0.84 -0.01 0.35 -0.010
C -3.087352 1.252951 1.627428 -0.46 -0.57 0.38 0.015
H -5.695786 1.207804 3.603672 -0.10 -0.17 -0.16 0.092
H -6.894161 0.772065 2.349410 0.08 0.02 0.20 0.086
H -6.499355 -0.391719 3.633284 0.04 0.18 0.03 0.084
H -4.625323 -1.729687 0.803613 -0.18 0.09 0.09 0.090
H -5.871046 -2.087932 2.038418 0.08 -0.05 -0.13 0.082
H -6.256186 -1.011795 0.682041 0.15 -0.14 0.03 0.087
H -3.313660 -1.406641 3.770126 0.15 0.37 -0.10 0.128
H -0.962912 -0.720883 4.213791 -0.27 0.22 -0.19 0.083
H 0.722777 2.284950 3.013752 -0.12 -0.21 -0.14 0.112
H 3.088678 2.713956 2.638569 0.33 -0.04 0.01 0.112
H 5.595933 2.591786 2.320165 -0.18 -0.32 0.05 0.112
H 6.731647 0.393066 2.177215 -0.35 -0.01 -0.05 0.113
H 5.371350 -1.743388 2.155452 0.03 0.37 -0.01 0.112
H 3.798867 -3.292136 2.109978 -0.32 0.03 0.03 0.091
H 2.259149 -3.637511 2.966865 0.32 0.20 -0.23 0.108
H 2.250118 -3.374676 1.209993 0.30 0.21 0.27 0.111
H 0.393616 -1.661998 2.438775 0.33 0.01 0.11 0.152
H -1.331084 2.457845 1.329888 -0.20 -0.18 0.14 0.121
H -3.690149 1.777683 0.881245 0.21 -0.12 0.34 0.126
C 1.264311 3.914048 5.479784 -0.02 0.07 -0.28 0.005
C 1.033384 2.592840 6.103753 -0.25 -1.17 0.48 -0.350
N 0.813112 1.434397 5.506601 0.12 0.70 -0.16 0.163
C 0.671775 0.485447 6.515104 0.01 0.18 0.74 -0.207
C 0.793763 1.123966 7.769350 0.03 0.03 -0.44 -0.186
C 0.687023 0.450630 8.978267 -0.13 -0.58 0.13 -0.011
C 0.429258 -0.932064 8.919663 0.12 0.65 -0.09 -0.077
C 0.317622 -1.592396 7.680706 0.08 0.31 -0.33 -0.083
C 0.451063 -0.897424 6.472960 0.04 0.21 0.18 -0.029
N 1.029048 2.462797 7.461573 0.00 -0.12 0.40 0.154
H 1.214560 3.802756 4.394172 0.03 0.22 0.20 0.061
H 0.495200 4.624507 5.809699 0.23 -0.08 -0.15 0.096
H 2.254955 4.296502 5.758428 -0.25 -0.01 -0.10 0.097
H 0.801387 0.995342 9.918529 -0.09 -0.35 -0.21 0.116
H 0.317391 -1.505756 9.842975 0.07 0.25 -0.33 0.108
H 0.127945 -2.666081 7.664709 0.07 0.30 0.01 0.104
H 0.406198 -1.379312 5.498402 -0.02 -0.18 0.35 0.084
H 1.175254 3.213451 8.128817 -0.06 -0.31 -0.29 0.173
```
Positions in Å, forces in eV/Å.

***

No. 3
Entry from the Open Molecules 2025 dataset: a gas-phase ion, C4H10NOS (charge +1) at a distorted geometry (wB97M-V/def2-TZVPD).

## Properties
**SMILES**: C[NH2+][C@H](C=O)SC
**HOMO energy**: -14.0 eV
**Total charge**: +1
**Calculated total energy**: -18674.1584 eV
**HOMO-LUMO gap**: 10.05 eV
**Energy above the lowest of the compared OMol25 structures with the same formula, charge and spin**: 284.4 kJ/mol

Structure (XYZ):
```
17
Properties=species:S:1:pos:R:3:forces:R:3:lowdin_charge:R:1
C -1.642453 -0.360888 -0.977183 -3.09 -0.21 -0.24 -0.049
N -1.000946 0.551577 -0.045988 -1.07 -2.38 4.99 0.045
C 0.272452 -0.181628 1.015444 0.98 2.90 -3.64 -0.358
C 0.058648 0.363386 2.349247 -1.35 -2.45 1.45 -0.322
O -0.881595 1.051644 2.572431 -0.79 1.62 0.40 0.108
S 1.924478 0.474969 0.533092 -1.25 -0.45 -0.31 0.925
C 1.997964 -0.133782 -1.187947 -1.33 -0.99 -0.16 -0.361
H -2.552760 -0.878474 -0.501260 1.43 0.89 -0.79 0.140
H -1.950168 0.204395 -1.911077 0.17 -0.66 1.22 0.133
H -0.946053 -1.092410 -1.255093 0.88 -1.14 -0.52 0.051
H -1.684019 1.020436 0.667313 1.71 -0.65 -1.54 0.197
H -0.530749 1.155385 -0.604806 1.95 3.04 -1.34 0.078
H 0.267639 -1.210280 0.766451 -0.59 -1.08 0.18 0.100
H 0.583528 -0.167108 3.163791 0.65 0.58 -0.07 0.156
H 3.026484 -0.402111 -1.344517 0.37 -0.28 -0.21 0.029
H 1.742687 0.671925 -1.895025 -0.06 -0.41 0.31 0.048
H 1.314863 -1.067035 -1.344873 1.38 1.68 0.29 0.080
```
Positions in Å, forces in eV/Å.

***

Which formula does entry 3 have?
C4H10NOS